# 1
96
Properties=species:S:1:pos:R:3:lowdin_charge:R:1 method="wB97M-V/def2-TZVPD" charge=-1 e_homo_ev=-5.879 homo_lumo_gap_ev=7.249 lumo_energy_ev=1.371
C 2.4432 -3.1409 1.4352 -0.10
C 3.2092 -2.4034 0.3382 -0.25
C 2.6841 -2.5976 -1.0859 -0.21
C 1.5567 -1.6531 -1.5409 -0.20
C 0.1215 -2.1610 -1.3507 -0.20
C -0.5622 -1.9083 0.0057 -0.22
C -0.2698 -0.5659 0.6655 -0.20
C -0.8728 -0.4642 2.0899 -0.18
C 0.1782 -0.3195 3.2099 -0.20
C 0.2842 1.0943 3.7932 -0.21
C 1.4864 1.8630 3.2127 -0.31
C 1.3242 3.3853 3.3699 -0.39
Nb 2.8791 4.4579 2.2668 1.19
C 2.2799 3.4803 0.2589 -0.50
O 2.7443 2.3757 0.1042 0.00
N 1.3973 4.0515 -0.7508 0.12
C 1.8396 4.3114 -2.0366 -0.56
O 1.3016 5.0176 -2.8444 0.12
F 2.9555 3.6394 -2.3261 0.13
S 4.3651 6.0558 0.8671 0.37
O 5.0522 5.2140 -0.0954 -0.42
O 5.1996 6.9249 1.6659 -0.43
F 3.5039 7.0614 -0.0703 -0.31
H 3.0320 -3.1469 2.3553 0.07
H 1.5020 -2.6532 1.6797 0.04
H 2.2721 -4.1821 1.1580 0.07
H 3.2591 -1.3367 0.5715 0.11
H 4.2421 -2.7611 0.3673 0.10
H 2.3840 -3.6379 -1.2501 0.10
H 3.5259 -2.4151 -1.7588 0.10
H 1.7107 -0.6715 -1.0915 0.10
H 1.6900 -1.5080 -2.6161 0.10
H 0.1531 -3.2473 -1.4866 0.08
H -0.5178 -1.7762 -2.1479 0.10
H -0.3589 -2.7273 0.6993 0.09
H -1.6429 -1.9506 -0.1707 0.11
H 0.8080 -0.4280 0.7536 0.08
H -0.6790 0.2281 0.0383 0.12
H -1.5410 0.3967 2.1253 0.10
H -1.4584 -1.3662 2.2790 0.10
H -0.0740 -1.0169 4.0131 0.10
H 1.1621 -0.6327 2.8512 0.09
H 0.4043 1.0405 4.8789 0.11
H -0.6291 1.6646 3.6096 0.09
H 1.5733 1.5872 2.1603 0.07
H 2.3827 1.5347 3.7407 0.10
H 1.4345 3.6629 4.4262 0.05
H 0.3095 3.6679 3.0773 0.02
H 4.3099 3.3720 2.7102 -0.11
H 3.1485 5.6160 3.6339 -0.09
H 1.5598 5.6623 1.7884 -0.09
H 1.0371 4.9212 -0.3670 0.09
C -1.5470 -5.3378 -2.8743 -0.09
C -0.4240 -5.2895 -3.8979 -0.28
N 0.5751 -6.3226 -3.6912 -0.20
C 1.8033 -6.1003 -4.4313 -0.25
C 1.7405 -6.1232 -5.9633 -0.09
C 0.0726 -7.6843 -3.6709 -0.25
C -0.7051 -8.1831 -4.8962 -0.08
H -1.1370 -5.3348 -1.8634 0.07
H -2.1819 -4.4580 -2.9867 0.07
H -2.1842 -6.2160 -2.9879 0.06
H 0.0868 -4.3268 -3.8065 0.11
H -0.8617 -5.3107 -4.9095 0.10
H 2.5376 -6.8362 -4.0916 0.11
H 2.1934 -5.1269 -4.1183 0.11
H 1.6030 -7.1310 -6.3546 0.05
H 2.6779 -5.7413 -6.3724 0.07
H 0.9361 -5.4934 -6.3450 0.07
H -0.5718 -7.7919 -2.7947 0.10
H 0.9229 -8.3457 -3.4859 0.11
H -1.4654 -7.4665 -5.2103 0.06
H -1.2172 -9.1153 -4.6490 0.07
H -0.0558 -8.3839 -5.7474 0.05
C -2.6059 4.6126 4.2816 -0.09
C -2.7687 5.0931 2.8485 -0.27
N -3.2010 4.0432 1.9439 -0.20
C -3.0425 4.3813 0.5407 -0.25
C -3.8699 5.5432 -0.0214 -0.08
C -4.4314 3.3686 2.3105 -0.25
C -5.6952 4.2214 2.4902 -0.08
H -1.9623 3.7323 4.3197 0.06
H -2.1401 5.3975 4.8787 0.08
H -3.5566 4.3662 4.7582 0.06
H -1.7971 5.4486 2.4982 0.11
H -3.4362 5.9708 2.8445 0.10
H -3.2428 3.4806 -0.0464 0.11
H -1.9836 4.6060 0.3835 0.11
H -4.9236 5.2851 -0.1292 0.05
H -3.4963 5.8080 -1.0121 0.07
H -3.7955 6.4329 0.6051 0.07
H -4.2541 2.8280 3.2443 0.10
H -4.6187 2.5953 1.5609 0.11
H -5.5038 5.0989 3.1095 0.06
H -6.4669 3.6308 2.9890 0.07
H -6.1064 4.5598 1.5399 0.05

---

# 2
20
Properties=species:S:1:pos:R:3:lowdin_charge:R:1 method="wB97M-V/def2-TZVPD" charge=-1 e_homo_ev=-3.519 homo_lumo_gap_ev=7.463 lumo_energy_ev=3.944
C 1.9239 -1.1760 0.2543 -0.17
N 1.0531 -0.7576 1.4157 -0.10
C -0.1754 -0.1773 0.6797 -0.36
C -1.1993 -1.1423 -0.0177 -0.39
O -2.3028 -0.5397 -0.5160 -0.25
C 0.3373 0.9213 -0.2836 -0.17
C -0.7593 2.0235 -0.5544 -0.34
O -1.6232 1.5893 -1.5506 -0.25
H 2.7711 -0.4582 0.1581 0.06
H 2.3879 -2.1967 0.5292 0.08
H 1.3531 -1.0888 -0.7057 0.05
H 0.7932 -1.5707 1.9992 0.08
H -0.6562 0.3478 1.6032 0.15
H -0.6264 -1.5554 -0.8521 0.10
H -1.4026 -1.7426 0.8563 0.09
H 1.2183 1.3378 0.2046 0.10
H 0.4948 0.3691 -1.1792 0.08
H -1.2643 2.3976 0.3175 0.08
H -0.2651 2.9030 -1.0989 0.10
H -2.0580 0.5158 -1.2596 0.06

---

# 3
56
Properties=species:S:1:pos:R:3:lowdin_charge:R:1 method="wB97M-V/def2-TZVPD" charge=+2 e_homo_ev=-15.135 homo_lumo_gap_ev=2.364 lumo_energy_ev=-12.771
C 4.2185 3.0118 1.1799 -0.05
C 2.7231 2.4386 1.6626 -0.28
O 2.1607 1.7486 0.4908 -0.11
C 0.6628 1.6722 0.5902 -0.05
C 0.1473 0.1122 0.3977 -0.28
C 0.6690 -0.6115 1.8203 0.01
O 0.7968 -0.6446 -0.6497 -0.07
C 0.9886 -0.0053 -1.9219 -0.16
C 2.6107 0.0812 -2.3218 -0.08
C 3.1779 -1.2911 -3.0162 -0.24
C 4.2085 -2.0597 -1.9508 -0.07
F 4.0670 -0.8582 -4.1565 -0.11
C -1.5231 -0.0450 0.4633 -0.32
C -2.1640 1.0938 -0.4954 -0.16
P -3.9754 0.9915 -0.9971 0.76
O -4.5301 2.5078 -1.0510 -0.28
O -5.0720 0.1334 0.0199 -0.20
O -4.2602 0.3961 -2.6481 -0.20
O -1.8168 0.0134 1.8868 -0.10
C -2.6234 1.1066 2.3585 -0.09
F -1.9526 2.4474 2.4310 -0.10
C -1.8056 -1.6079 -0.0058 -0.48
Cl -1.9776 -1.7930 -1.8797 0.66
C -3.1325 -2.3116 0.6242 -0.25
C -2.7933 -3.9478 0.7148 -0.11
H 4.2445 4.1794 1.4230 0.11
H 4.3716 2.9343 0.0137 0.12
H 5.1036 2.5409 1.8016 0.10
H 2.1311 3.3848 2.0152 0.14
H 2.9443 1.6507 2.4992 0.11
H 0.4487 2.0343 1.7075 0.14
H 0.2677 2.4153 -0.2224 0.16
H 0.1799 -1.6534 2.0106 0.12
H 1.8254 -0.8294 1.6154 0.13
H 0.6466 0.1229 2.7327 0.11
H 0.5216 -0.7121 -2.7634 0.14
H 0.5404 1.0506 -2.1001 0.13
H 3.2888 0.3383 -1.4035 0.11
H 2.6751 0.9615 -3.1133 0.15
H 2.3591 -2.0055 -3.4500 0.16
H 4.7347 -1.2839 -1.2213 0.08
H 3.6243 -2.8550 -1.3137 0.09
H 5.1082 -2.5959 -2.5235 0.11
H -1.9694 2.2071 -0.1090 0.14
H -1.5506 1.0509 -1.5212 0.13
H -5.6026 -0.5733 -0.4866 0.12
H -4.7024 -0.4946 -2.5148 0.07
H -3.6546 1.2953 1.8459 0.15
H -2.8918 0.8645 3.4994 0.19
H -0.9087 -2.3477 0.2669 0.13
H -3.4325 -2.0005 1.7056 0.13
H -4.0243 -2.2461 -0.1634 0.10
H -3.8102 -4.4727 1.0125 0.11
H -1.9421 -4.1604 1.5052 0.10
H -2.5283 -4.2819 -0.3758 0.08
Pt 3.1974 2.9028 4.0813 0.69

---

# 4
75
Properties=species:S:1:pos:R:3:lowdin_charge:R:1 method="wB97M-V/def2-TZVPD" e_homo_ev=-10.034 homo_lumo_gap_ev=10.220 lumo_energy_ev=0.186
C 0.6314 0.1311 0.3665 -0.09
C 1.7839 -0.7350 -0.1258 -0.35
O 1.8814 -1.8840 0.6232 -0.07
H -0.3425 -0.3480 0.4675 0.07
H 0.4885 1.0544 -0.1948 0.07
H 0.9274 0.5218 1.3401 0.07
H 2.7298 -0.1948 -0.1655 0.12
H 1.4150 -1.1093 -1.0807 0.11
H 2.1497 -2.5080 -0.0552 0.07
C -2.1102 5.6920 -1.0193 -0.08
C -2.7848 5.1378 -2.2720 -0.36
O -2.0730 5.3725 -3.4437 -0.07
H -2.6549 5.4421 -0.1088 0.07
H -1.9343 6.7661 -1.0769 0.07
H -1.0807 5.3425 -0.9418 0.07
H -3.7749 5.5882 -2.3423 0.11
H -2.9279 4.0604 -2.1880 0.11
H -2.7004 5.0825 -4.1100 0.08
C 0.4681 1.3243 -4.6193 -0.09
C 1.3731 0.6500 -5.6518 -0.33
O 0.6819 -0.4038 -6.2728 -0.08
H 0.9314 2.1443 -4.0705 0.07
H -0.0651 0.7568 -3.8566 0.07
H -0.2560 1.8672 -5.2267 0.06
H 2.2789 0.2787 -5.1726 0.11
H 1.7439 1.3599 -6.3912 0.11
H 0.0753 -0.0177 -6.9089 0.08
C 3.9490 4.6963 1.4293 -0.14
O 5.0657 3.7752 1.1717 -0.13
H 4.2588 5.4681 2.1339 0.07
H 3.6356 5.2909 0.5712 0.07
H 3.0428 4.2144 1.7962 0.07
H 5.2430 3.2468 1.9533 0.05
C -2.1829 -3.2636 2.7946 -0.14
O -3.6051 -3.3919 2.5500 -0.13
H -1.5269 -3.5404 1.9692 0.07
H -2.0056 -2.2016 2.9645 0.06
H -1.9862 -3.8689 3.6795 0.08
H -3.8216 -2.8388 1.7958 0.06
C 2.7376 -6.0433 -0.9464 -0.14
O 2.8602 -4.7753 -1.6532 -0.13
H 3.2979 -6.8470 -1.4242 0.07
H 3.1977 -6.0235 0.0415 0.08
H 1.7227 -6.4309 -0.8577 0.07
H 2.5368 -4.9210 -2.5453 0.07
C 5.8260 0.0229 3.9774 -0.18
O 5.9270 1.4068 4.0996 -0.12
H 5.1943 -0.2725 3.1397 0.08
H 6.7912 -0.4464 3.7868 0.08
H 5.3365 -0.4236 4.8430 0.07
H 6.4498 1.6642 4.8626 0.08
C 1.8049 -2.4672 5.4600 -0.18
O 2.5015 -2.9455 4.3511 -0.12
H 0.9823 -1.8310 5.1332 0.08
H 1.4744 -3.3178 6.0561 0.08
H 2.4651 -1.9185 6.1317 0.07
H 2.2482 -2.4949 3.5421 0.06
C -5.5215 -0.3055 -1.5914 -0.15
O -4.7673 -0.6709 -0.4247 -0.13
H -6.3386 -1.0108 -1.7438 0.07
H -5.9183 0.7039 -1.4826 0.07
H -4.9439 -0.2938 -2.5157 0.07
H -4.7583 0.0385 0.2220 0.06
C -3.0019 -3.7635 -2.8913 -0.15
O -2.2715 -4.9842 -3.1098 -0.13
H -2.4852 -3.0439 -2.2562 0.07
H -3.1058 -3.2620 -3.8535 0.07
H -3.9948 -4.0256 -2.5256 0.08
H -1.4314 -4.8228 -3.5455 0.06
C -3.3548 2.2911 3.0718 -0.18
O -4.4511 2.2448 2.2036 -0.12
H -2.5370 2.8551 2.6233 0.07
H -3.5164 2.8041 4.0199 0.08
H -3.0014 1.2615 3.1278 0.08
H -4.8766 3.0905 2.3627 0.07

---

# 5
92
Properties=species:S:1:pos:R:3:lowdin_charge:R:1 method="wB97M-V/def2-TZVPD" e_homo_ev="-6.124 / -6.105" homo_lumo_gap_ev="4.991 / 4.963" lumo_energy_ev="-1.134 / -1.142"
Zn 0.6433 -1.3519 0.7062 0.66
C 4.5680 2.5917 4.2125 -0.08
C 3.5129 2.5710 5.1326 -0.08
C 2.3803 1.8030 4.9085 -0.02
C 2.3298 1.0569 3.7406 -0.10
C 1.3213 0.1503 3.1879 -0.26
N 0.1331 -0.0605 3.7472 0.21
C -0.8030 -0.8512 3.2423 -0.26
C -2.1131 -1.0404 3.8677 -0.10
C -2.6965 -0.4940 5.0017 -0.01
C -3.9886 -0.8866 5.3121 -0.08
C -4.6804 -1.8040 4.5114 -0.08
C -4.0961 -2.3505 3.3795 -0.01
C -2.8029 -1.9549 3.0693 -0.10
C -1.9027 -2.3023 1.9678 -0.26
N -2.2143 -3.1640 1.0118 0.21
C -1.4210 -3.4517 -0.0189 -0.27
N -0.2372 -2.8693 -0.3386 0.08
C 0.2413 -3.4038 -1.4944 -0.28
N 1.3447 -3.0574 -2.1505 0.21
C 2.2347 -2.1832 -1.6976 -0.26
N 2.2355 -1.5525 -0.4927 0.09
C 3.3397 -0.7644 -0.3911 -0.29
N 3.7057 0.0086 0.6254 0.21
C 2.9918 0.1815 1.7317 -0.26
N 1.7803 -0.3518 2.0192 0.09
C 3.3832 1.0774 2.8218 -0.10
C 4.5167 1.8447 3.0453 -0.01
C 4.1158 -0.8796 -1.6243 -0.11
C 5.2928 -0.2775 -2.0500 -0.02
C 5.7513 -0.5889 -3.3194 -0.08
C 5.0541 -1.4825 -4.1440 -0.08
C 3.8816 -2.0850 -3.7184 -0.01
C 3.4212 -1.7713 -2.4465 -0.10
C -0.6954 -4.4213 -1.9623 -0.11
C -0.6881 -5.2659 -3.0645 -0.02
C -1.7543 -6.1374 -3.2132 -0.08
C -2.8010 -6.1693 -2.2815 -0.08
C -2.8062 -5.3306 -1.1796 -0.02
C -1.7403 -4.4534 -1.0322 -0.11
N -0.7390 -1.6161 2.1188 0.09
H 5.4397 3.2007 4.4196 0.10
H 3.5870 3.1645 6.0360 0.10
H 1.5586 1.7830 5.6133 0.11
H -2.1539 0.2147 5.6146 0.11
H -4.4758 -0.4790 6.1895 0.10
H -5.6887 -2.0895 4.7844 0.10
H -4.6198 -3.0606 2.7524 0.11
H 5.3275 1.8571 2.3273 0.11
H 5.8280 0.4061 -1.4015 0.11
H 6.6659 -0.1375 -3.6846 0.10
H 5.4412 -1.7029 -5.1314 0.10
H 3.3346 -2.7773 -4.3462 0.11
H 0.1251 -5.2362 -3.7789 0.11
H -1.7807 -6.8098 -4.0620 0.10
H -3.6178 -6.8656 -2.4278 0.10
H -3.6114 -5.3492 -0.4564 0.11
O 0.0011 0.6397 0.0543 -0.32
P -0.6941 1.7140 -0.7201 0.81
C 0.4857 2.8646 -1.4386 -0.27
C 0.1116 4.1415 -1.8564 -0.08
C 1.0435 4.9656 -2.4678 -0.08
C 2.3462 4.5187 -2.6608 -0.07
C 2.7212 3.2515 -2.2377 -0.06
C 1.7920 2.4229 -1.6247 -0.05
C -1.6874 1.0728 -2.0851 -0.27
C -2.4320 1.8921 -2.9329 -0.08
C -3.1531 1.3337 -3.9742 -0.08
C -3.1359 -0.0418 -4.1804 -0.07
C -2.3964 -0.8631 -3.3421 -0.05
C -1.6739 -0.3047 -2.2945 -0.05
C -1.7911 2.6778 0.3299 -0.27
C -3.1551 2.3953 0.3799 -0.06
C -3.9654 3.0542 1.2939 -0.07
C -3.4155 3.9914 2.1570 -0.08
C -2.0545 4.2697 2.1149 -0.07
C -1.2413 3.6142 1.2051 -0.07
H -0.8970 4.4995 -1.6834 0.11
H 0.7581 5.9605 -2.7867 0.10
H 3.0716 5.1661 -3.1377 0.10
H 3.7373 2.9039 -2.3808 0.11
H 2.0778 1.4365 -1.2793 0.09
H -2.4521 2.9651 -2.7800 0.10
H -3.7314 1.9716 -4.6316 0.11
H -3.7019 -0.4718 -4.9974 0.11
H -2.3766 -1.9358 -3.4953 0.11
H -1.0948 -0.9381 -1.6328 0.08
H -3.5780 1.6537 -0.2874 0.11
H -5.0243 2.8308 1.3361 0.11
H -4.0488 4.5048 2.8695 0.11
H -1.6272 4.9939 2.7974 0.11
H -0.1770 3.8188 1.1794 0.12

---

Values for calculated total energy, eV, ordered as above
-58396.7640 -10963.1117 -58786.7845 -37845.1236 -124034.5500